{
  "formula": "C5H4LiO6Y",
  "method": "the ωB97M-V functional and the def2-TZVPD basis",
  "homo_ha": [-0.6632, -0.6640],
  "multiplicity": 2,
  "e_above_lowest_kj_mol": 114.8,
  "homo_lumo_gap_ha": [0.1325, 0.1371],
  "lumo_ev": [-14.439, -14.339],
  "fmax_ha_per_bohr": 0.0981,
  "total_charge": 3,
  "elements": ["H", "H", "C", "H", "C", "O", "O", "O", "H", "C", "Y", "C", "C", "O", "O", "Li", "O"],
  "coordinates": [[-1.854, -0.661, -3.256], [-2.719, 2.468, -3.879], [-1.647, 1.398, -2.356], [-0.869, 2.845, -3.724], [-1.713, 2.163, -3.575], [-0.804, 1.556, -1.485], [0.949, 1.106, 2.586], [-1.276, 0.995, -6.315], [-0.712, -0.059, -4.227], [-2.407, 0.512, -6.070], [0.660, 1.025, 0.301], [1.177, 1.155, 3.732], [-1.691, 0.255, -3.844], [1.447, 1.178, 4.841], [-2.726, 0.173, -4.797], [-2.000, 1.154, -8.163], [-3.281, 0.294, -6.936]],
  "nbo_charge": [0.322, 0.325, 0.628, 0.300, -0.289, -0.768, -0.819, -0.821, 0.281, 0.917, 2.404, 1.118, -0.155, -0.243, -0.466, 0.974, -0.708]
}

{
  "formula": "C5H4N",
  "method": "the ωB97M-V functional and the def2-TZVPD basis",
  "homo_ha": -0.5445,
  "e_above_lowest_kj_mol": 439.9,
  "homo_lumo_gap_ha": 0.3107,
  "lumo_ev": -6.362,
  "fmax_ha_per_bohr": 0.0598,
  "total_charge": 1,
  "elements": ["C", "C", "H", "C", "H", "C", "N", "H", "H", "C"],
  "coordinates": [[-1.094, -0.701, -0.138], [1.741, 0.732, -0.087], [1.776, -1.446, 0.451], [-0.522, 0.953, 0.102], [-2.872, 0.751, -0.304], [-1.822, 0.509, 0.065], [0.014, -0.358, 0.600], [2.353, 1.669, -0.351], [-0.932, -1.652, -0.604], [1.359, -0.456, 0.265]],
  "nbo_charge": [0.172, 0.123, 0.304, 0.272, 0.310, -0.251, -0.385, 0.314, 0.269, -0.128]
}

{
  "formula": "C5H4N",
  "method": "the ωB97M-V functional and the def2-TZVPD basis",
  "homo_ha": [-0.5373, -0.5389],
  "e_above_lowest_kj_mol": 728.2,
  "homo_lumo_gap_ha": [0.2566, 0.2635],
  "lumo_ev": [-7.638, -7.495],
  "fmax_ha_per_bohr": 0.1182,
  "total_charge": 1,
  "elements": ["C", "C", "C", "H", "N", "H", "H", "H", "C", "C"],
  "coordinates": [[-1.231, -0.807, -1.264], [1.326, 0.084, 0.342], [1.522, 0.872, 1.461], [-0.204, -1.162, -1.451], [-0.063, 0.205, 0.327], [1.821, -0.314, -0.545], [-1.732, -1.539, -0.801], [-1.676, 0.179, -1.588], [-0.311, 1.058, 1.287], [0.547, 1.423, 2.230]],
  "nbo_charge": [-0.026, -0.134, 0.289, 0.219, -0.467, 0.277, 0.193, 0.259, 0.434, -0.043]
}

{
  "formula": "C5H4N2",
  "method": "the ωB97M-V functional and the def2-TZVPD basis",
  "homo_ha": -0.3337,
  "e_above_lowest_kj_mol": 178.2,
  "homo_lumo_gap_ha": 0.3686,
  "lumo_ev": 0.950,
  "fmax_ha_per_bohr": 0.0109,
  "total_charge": 0,
  "smiles": "C#Cc1cc[nH]n1",
  "elements": ["C", "N", "H", "H", "H", "H", "C", "C", "N", "C", "C"],
  "coordinates": [[-0.593, -0.903, -0.027], [-0.171, 1.324, 0.164], [-0.423, -1.964, -0.149], [-2.807, -0.598, 0.164], [4.020, -0.383, -0.469], [-2.114, 1.847, 0.350], [0.383, 0.123, 0.001], [-1.786, -0.243, 0.129], [-1.479, 1.073, 0.238], [2.976, -0.223, -0.310], [1.797, -0.035, -0.153]],
  "nbo_charge": [-0.306, -0.221, 0.238, 0.224, 0.235, 0.411, 0.024, -0.054, -0.322, -0.200, -0.029]
}

{
  "formula": "C5H4N2",
  "method": "the ωB97M-V functional and the def2-TZVPD basis",
  "homo_ha": -0.3058,
  "e_above_lowest_kj_mol": 367.8,
  "homo_lumo_gap_ha": 0.3100,
  "lumo_ev": 0.115,
  "fmax_ha_per_bohr": 0.2514,
  "total_charge": 0,
  "smiles": "C#Cc1ncc[nH]1",
  "elements": ["C", "C", "N", "C", "H", "N", "C", "C", "H", "H", "H"],
  "coordinates": [[1.695, 0.879, 0.093], [-0.299, -0.261, -0.147], [0.310, 0.944, -0.171], [-1.647, -0.360, -0.164], [2.676, -1.166, 0.194], [0.685, -1.218, -0.136], [-2.854, 0.104, 0.278], [1.817, -0.544, 0.252], [-3.908, 0.497, 0.268], [2.194, 1.815, 0.294], [-0.195, 1.864, -0.479]],
  "nbo_charge": [-0.114, 0.169, -0.474, -0.035, 0.212, -0.394, -0.202, -0.081, 0.257, 0.232, 0.430]
}

{
  "formula": "C5H4N2",
  "method": "the ωB97M-V functional and the def2-TZVPD basis",
  "homo_ha": -0.3673,
  "e_above_lowest_kj_mol": 327.3,
  "homo_lumo_gap_ha": 0.3907,
  "lumo_ev": 0.639,
  "fmax_ha_per_bohr": 0.0236,
  "total_charge": 0,
  "smiles": "C#C[C@H]1N[C@H]1C#N",
  "elements": ["H", "H", "N", "C", "C", "C", "H", "H", "N", "C", "C"],
  "coordinates": [[-3.554, -0.691, 0.752], [-0.670, 1.565, 0.020], [2.139, -1.741, -1.510], [1.067, 0.412, -0.526], [-1.352, -0.333, 0.353], [-2.511, -0.586, 0.565], [1.399, 1.291, -1.073], [1.138, -0.281, 1.400], [0.990, 0.608, 0.925], [-0.246, 0.576, 0.157], [1.600, -0.818, -1.065]],
  "nbo_charge": [0.239, 0.229, -0.287, -0.181, -0.066, -0.159, 0.243, 0.368, -0.518, -0.120, 0.252]
}

{
  "formula": "C5H4N2",
  "method": "the ωB97M-V functional and the def2-TZVPD basis",
  "homo_ha": -0.3281,
  "e_above_lowest_kj_mol": 190.8,
  "homo_lumo_gap_ha": 0.3633,
  "lumo_ev": 0.957,
  "fmax_ha_per_bohr": 0.0146,
  "total_charge": 0,
  "smiles": "C#Cc1cn[nH]c1",
  "elements": ["N", "C", "H", "H", "N", "H", "C", "C", "C", "H", "C"],
  "coordinates": [[-1.942, -0.060, -0.023], [0.239, 0.084, 0.020], [0.116, 2.286, -0.364], [-2.894, -0.391, -0.087], [-1.689, 1.224, -0.326], [-0.787, -1.702, 0.761], [2.767, -0.638, -0.019], [-0.372, 1.326, -0.273], [-0.822, -0.770, 0.227], [3.791, -0.933, -0.073], [1.615, -0.287, 0.036]],
  "nbo_charge": [-0.328, -0.241, 0.216, 0.413, -0.250, 0.228, -0.217, -0.022, -0.015, 0.236, -0.020]
}

{
  "formula": "C5H4N2",
  "method": "the ωB97M-V functional and the def2-TZVPD basis",
  "homo_ha": -0.2923,
  "e_above_lowest_kj_mol": 616.3,
  "homo_lumo_gap_ha": 0.2820,
  "lumo_ev": -0.279,
  "fmax_ha_per_bohr": 0.0703,
  "total_charge": 0,
  "smiles": "CC1=C=C=C=NN1",
  "elements": ["H", "N", "H", "C", "N", "C", "C", "H", "C", "H", "C"],
  "coordinates": [[1.628, -0.815, -0.132], [0.190, -2.121, -0.243], [0.211, 2.040, 1.153], [-1.105, -2.534, -0.290], [0.615, -0.894, -0.167], [-0.236, 0.303, 0.017], [-1.780, -1.350, -0.060], [1.509, 1.540, 0.050], [0.429, 1.616, 0.173], [0.063, 2.311, -0.583], [-1.523, -0.095, 0.083]],
  "nbo_charge": [0.415, -0.190, 0.249, -0.156, -0.272, 0.169, 0.175, 0.221, -0.660, 0.247, -0.197]
}

{
  "formula": "C5H4N2",
  "method": "the ωB97M-V functional and the def2-TZVPD basis",
  "homo_ha": -0.3367,
  "e_above_lowest_kj_mol": 409.8,
  "homo_lumo_gap_ha": 0.3617,
  "lumo_ev": 0.681,
  "fmax_ha_per_bohr": 0.0104,
  "total_charge": 0,
  "elements": ["C", "N", "H", "C", "N", "H", "C", "C", "H", "H", "C"],
  "coordinates": [[-1.094, 1.870, 1.552], [1.215, -0.511, -1.432], [-1.614, 2.702, 1.977], [-0.631, -1.013, -0.500], [-0.018, -1.213, -1.599], [1.838, -0.563, -2.227], [1.461, 0.137, -0.321], [0.194, -0.198, 0.472], [-1.619, -1.423, -0.326], [0.537, -0.869, 1.278], [-0.499, 0.944, 1.069]],
  "nbo_charge": [-0.207, -0.434, 0.240, 0.096, -0.246, 0.410, 0.131, -0.497, 0.218, 0.293, -0.004]
}

{
  "formula": "C5H4N2O",
  "method": "the ωB97M-V functional and the def2-TZVPD basis",
  "homo_ha": -0.3705,
  "e_above_lowest_kj_mol": 129.8,
  "homo_lumo_gap_ha": 0.3950,
  "lumo_ev": 0.666,
  "fmax_ha_per_bohr": 0.0300,
  "total_charge": 0,
  "smiles": "O=C1Cc2ccnn21",
  "elements": ["N", "C", "C", "H", "H", "C", "H", "C", "C", "O", "N", "H"],
  "coordinates": [[-0.059, 1.494, 0.982], [-0.518, -0.906, -1.346], [0.648, 0.691, 1.740], [1.324, -1.388, 1.764], [0.119, -1.233, -2.172], [-0.790, 0.672, -1.377], [0.981, 1.074, 2.703], [0.854, -0.608, 1.187], [0.147, -0.564, 0.030], [-0.971, 1.531, -2.180], [-0.310, 0.707, -0.044], [-1.425, -1.471, -1.287]],
  "nbo_charge": [-0.236, -0.486, -0.011, 0.240, 0.237, 0.724, 0.212, -0.349, 0.169, -0.493, -0.245, 0.237]
}